DFT (the ωB97M-V functional and the def2-TZVPD basis) results for a molecular structure, CH3N2S at a distorted geometry.

```
7
Properties=species:S:1:pos:R:3:nbo_charge:R:1
C 0.11 -0.50 -0.02 0.578
S 1.55 -0.31 1.36 0.493
N 0.28 -1.43 0.79 -0.426
H -1.50 -0.09 -1.32 0.494
H 0.39 1.00 1.30 0.190
N -0.57 0.20 -0.89 -0.800
H -0.27 1.12 -1.23 0.470
```

**Calculated total energy**: -14889.343 eV
**Total charge**: +1
**HOMO level**: -15.40 eV
**M**: 75.1 g mol⁻¹
**Energy relative to the best compared isomer or geometry (same formula, charge and spin)**: 230.7 kJ/mol


DFT (the ωB97M-V functional and the def2-TZVPD basis) results for 2 unconnected molecules or ions with the total composition CH3N3O at a distorted geometry.

```
8
Properties=species:S:1:pos:R:3:nbo_charge:R:1
N -0.58 1.99 0.27 -0.738
N 1.24 0.49 0.40 -0.735
H 1.94 0.17 -0.24 0.400
C 0.42 1.32 0.10 0.653
H -1.30 -1.66 0.10 0.249
H -0.88 2.91 0.06 0.418
O 0.10 -2.60 -0.62 -0.244
N -0.95 -2.62 -0.06 -0.004
```

**Calculated total energy**: -7599.595 eV
**Structure (SMILES)**: N=C=N.N=O
**HOMO level**: -9.35 eV
**M**: 73.1 g mol⁻¹
**Energy relative to the best compared isomer or geometry (same formula, charge and spin)**: 386.7 kJ/mol


DFT (the ωB97M-V functional and the def2-TZVPD basis) results for CH3N3O2 in the gas phase at a distorted geometry.

```
9
Properties=species:S:1:pos:R:3:nbo_charge:R:1
O 1.58 0.10 0.00 -0.223
H 1.19 2.00 -0.27 0.359
H -0.74 -2.18 0.12 0.205
N 1.01 -1.12 0.07 -0.129
O -0.42 1.15 0.50 -0.267
N -1.22 0.04 0.34 -0.324
H -1.85 0.12 -0.45 0.349
N 0.68 1.12 -0.44 -0.110
C -0.23 -1.24 0.13 0.140
```

**Calculated total energy**: -9643.960 eV
**Structure (SMILES)**: c1no[nH]o[nH]1
**HOMO level**: -9.90 eV
**M**: 89.1 g mol⁻¹
**Energy relative to the best compared isomer or geometry (same formula, charge and spin)**: 720.9 kJ/mol


DFT (the ωB97M-V functional and the def2-TZVPD basis) results for a molecular structure, CH3N3O2S2 at a distorted geometry.

```
11
Properties=species:S:1:pos:R:3:nbo_charge:R:1
H -1.64 0.65 1.16 0.416
H 0.10 -0.27 -2.19 0.428
N 3.34 -0.54 -0.38 0.549
N -0.79 0.56 0.64 -0.776
O 3.06 -1.60 -0.79 -0.284
N 0.40 -0.19 -1.25 -0.746
H -0.19 1.31 0.95 0.410
S -1.83 -1.40 -0.81 -0.205
S 1.68 0.91 -1.06 0.228
O 4.27 -0.06 0.13 -0.290
C -0.67 -0.28 -0.38 0.269
```

**Calculated total energy**: -31317.291 eV
**HOMO level**: -8.70 eV
**M**: 153.2 g mol⁻¹
**Energy relative to the best compared isomer or geometry (same formula, charge and spin)**: 148.3 kJ/mol


DFT (the ωB97M-V functional and the def2-TZVPD basis) results for 2 unconnected molecules or ions with the total composition CH3N3O3 at a distorted geometry.

```
10
Properties=species:S:1:pos:R:3:nbo_charge:R:1
O 2.63 -1.07 0.93 -0.520
N 0.34 1.05 -0.76 -0.506
C 1.59 -0.62 0.56 0.635
N -1.37 -0.87 0.64 -0.149
O 1.49 0.27 -0.56 -0.431
N -2.27 -0.25 0.52 0.467
H -0.36 0.37 -1.06 0.323
H 0.61 -0.95 0.86 0.133
O -3.15 0.43 0.38 -0.304
H 0.49 1.63 -1.51 0.352
```

**Calculated total energy**: -11693.981 eV
**Structure (SMILES)**: N#[N+][O-].NOC=O
**HOMO level**: -9.96 eV
**M**: 105.1 g mol⁻¹
**Energy relative to the best compared isomer or geometry (same formula, charge and spin)**: 183.6 kJ/mol


DFT (the ωB97M-V functional and the def2-TZVPD basis) results for 2 unconnected molecules or ions with the total composition CH3N3O5S2 at a distorted geometry.

```
14
Properties=species:S:1:pos:R:3:nbo_charge:R:1
S -1.29 0.21 -2.47 2.361
S -0.67 -0.26 2.29 1.379
H -0.98 -1.46 -1.19 0.342
N 0.26 1.04 -2.45 -1.082
O -1.16 -0.73 -3.58 -1.058
O 2.41 -1.30 3.37 -0.746
C 1.95 -0.22 3.05 0.839
N -1.51 -0.57 -1.11 -1.257
H 0.60 1.46 -1.63 0.367
O 2.19 0.93 3.42 -0.752
N 0.88 -0.25 2.04 -0.771
O -2.23 1.26 -2.73 -1.017
O -1.28 -0.43 3.61 -0.950
H 0.83 0.30 -2.62 0.345
```

**Calculated total energy**: -37463.607 eV
**Total charge**: -2
**HOMO level**: -1.72 eV
**M**: 201.2 g mol⁻¹
**Energy relative to the best compared isomer or geometry (same formula, charge and spin)**: 3.6 kJ/mol


Frontier orbital gap? In order: 9.13; 9.32; 10.94; 6.99; 10.68; 7.68 eV.
LUMO level? In order: -6.27; -0.03; 1.04; -1.70; 0.72; 5.96 eV.